The following is a quantum chemistry calculation of a cluster of 8 separate species, C16H48N4O8 in total at a distorted geometry, from OMol25.

```
76
Properties=species:S:1:pos:R:3:forces:R:3
N 10.76590 19.06835 13.84405 -2.73 3.77 2.59
C 11.19403 18.30935 12.90349 -2.60 1.45 -8.18
N 11.88473 17.29084 13.26060 2.80 -5.73 1.52
O 10.95486 18.53327 11.54274 1.32 -0.90 6.37
H 10.25569 19.95099 13.60613 0.32 -1.77 -0.09
H 10.67711 18.78545 14.83768 0.02 -0.36 -0.75
H 12.06456 16.65804 12.47270 0.11 0.24 0.68
H 12.13158 16.89378 14.24700 -1.23 1.34 -2.39
N 14.24928 18.75079 13.78775 1.23 -2.27 -0.21
C 14.23875 20.03444 14.16340 6.54 1.54 -0.36
N 13.04628 20.45491 14.32931 -3.74 3.11 0.86
O 15.34009 20.82639 14.30114 -4.81 -3.77 -0.66
H 15.14889 18.41655 13.48397 -0.05 -0.23 0.02
H 13.42175 18.11587 13.62857 1.68 1.72 0.03
H 13.10333 21.47204 14.32717 -0.94 -0.26 0.31
H 12.15545 19.87581 14.19392 2.08 1.57 0.01
C 17.63282 15.69599 16.92131 -0.06 -0.61 -1.34
C 17.51454 17.19114 16.64582 6.80 -3.97 -7.11
C 17.06659 17.39568 15.17852 0.19 0.28 -0.89
O 16.68383 17.66605 17.39257 -8.37 5.22 7.84
H 18.40450 15.22820 16.29701 0.00 -0.16 0.47
H 16.65892 15.28695 16.57533 0.43 0.04 0.10
H 17.66941 15.44451 17.96868 0.57 0.08 0.39
H 18.40434 17.83700 16.79545 0.62 -1.04 -0.40
H 16.05917 17.08795 14.82070 0.33 -0.99 1.14
H 17.76881 16.97783 14.45393 0.05 0.34 -0.02
H 16.88915 18.45371 15.04536 0.82 0.74 -0.25
H 15.83500 17.54546 16.99506 -1.27 0.09 0.25
C 10.03710 22.32308 14.23920 -2.45 -1.85 1.74
C 9.13530 21.90740 13.07008 4.47 8.73 -3.19
C 9.91637 21.78054 11.78117 1.92 3.09 -0.86
O 8.54330 20.82383 13.08112 -7.42 -9.92 1.69
H 10.15193 23.37278 14.44462 0.19 0.31 -0.48
H 10.92924 21.76376 14.26579 1.55 -0.04 -0.51
H 9.56321 21.88645 15.16147 -0.09 0.64 -0.45
H 8.39387 22.66019 12.85444 -0.09 1.49 0.57
H 10.47458 22.72725 11.58009 -0.41 -0.54 -0.41
H 9.34935 21.43979 10.91952 -0.53 0.46 -0.03
H 10.65692 21.03814 11.84933 1.15 -1.14 0.42
H 7.80169 20.85649 12.40212 1.55 -0.63 1.49
C 18.36358 18.56848 12.01781 -0.18 -0.17 -2.83
C 16.97286 19.13709 11.54612 4.94 5.83 4.33
C 17.03768 20.17285 10.48340 1.48 1.77 -0.20
O 16.03912 18.34549 11.28390 -6.26 -6.98 -1.72
H 18.55854 18.82159 13.02931 0.62 0.78 0.58
H 19.16388 18.74719 11.24780 -0.42 0.83 1.06
H 18.45444 17.51190 11.99066 -0.80 -1.49 0.12
H 16.64575 19.66588 12.49200 0.66 0.38 -0.54
H 17.39631 19.76862 9.54934 0.35 -0.27 -0.42
H 17.72753 20.96161 10.83389 -0.21 -0.07 -0.49
H 16.07831 20.64098 10.25474 -0.09 -0.07 0.42
H 15.18862 18.82032 11.35550 0.00 -0.43 -0.30
C 14.85339 15.53503 12.21585 0.07 2.49 4.83
C 16.10203 14.75091 12.12262 0.93 3.94 6.48
C 16.53514 14.05914 13.46324 -0.39 1.06 -0.26
O 15.86634 13.85275 11.27526 -0.62 -6.34 -6.33
H 13.97640 15.00058 12.57502 0.11 -0.50 0.14
H 14.61905 15.97421 11.31708 -0.40 1.11 -2.19
H 15.09225 16.39229 12.98421 -0.87 -1.35 -1.39
H 16.84476 15.46787 11.77100 0.55 0.14 0.37
H 15.79028 13.39781 13.87837 -0.61 -0.20 -0.25
H 16.78448 14.73630 14.23885 -0.09 1.14 0.78
H 17.43068 13.49478 13.40854 0.92 -0.77 -0.83
H 16.49211 14.02934 10.59297 0.28 -0.87 -1.38
C 13.72820 19.03724 9.35076 -0.17 -0.63 -1.43
O 13.40703 19.42372 10.67625 2.83 1.11 -1.38
H 13.64425 17.87466 9.15690 0.32 2.36 0.39
H 14.71080 19.44531 9.18405 0.86 -0.81 0.11
H 13.24647 19.61316 8.49957 -0.72 -0.76 1.20
H 12.61957 19.02649 10.92360 -3.12 -1.25 0.88
C 11.79358 19.23667 16.92683 1.46 -0.38 -0.12
O 10.86300 18.22089 16.54482 0.36 -0.30 0.22
H 11.46410 20.16422 16.52365 -0.14 0.97 -0.18
H 12.80627 19.02637 16.50227 -1.01 -0.11 -0.03
H 12.01001 19.35432 17.98312 -0.61 -0.30 0.38
H 10.13664 18.16952 17.17176 0.01 0.08 0.06
```
Forces are in eV/Å.

Output
energy relative to the best compared isomer or geometry (same formula, charge and spin): 2.716 eV
energy: -39703.1685 eV
total charge: 0
max |F|: 0.245 Eh/bohr
SMILES string: NC(N)=O.NC(N)=O.CC(C)O.CC(C)O.CC(C)O.CC(C)O.CO.CO
E_HOMO: -8.62 eV
molar mass: 424.58 g mol⁻¹